The ion C7H13ClFN2 with charge +1 at a distorted geometry. Source: OMol25; level of theory: ωB97M-V with the def2-TZVPD basis set.

```
24
Properties=species:S:1:pos:R:3:forces:R:3
F -2.462958 -0.727040 -1.509923 0.473 -0.255 0.514
C -1.285189 -0.473518 -0.799684 -1.965 2.777 -0.482
C -0.322987 0.210181 -1.756502 0.433 -0.378 1.847
C 0.964334 0.409769 -0.914072 1.021 -3.292 -3.049
N 0.681429 0.295859 0.551866 0.880 0.179 -1.606
C 1.839131 0.749960 1.315235 2.304 0.679 1.726
Cl 3.189936 -0.378507 0.930965 -0.015 0.509 0.485
C 0.311516 -1.077966 0.915764 -2.593 -1.394 -0.160
C -0.792618 -1.637186 -0.041431 -1.466 -0.330 1.968
N -0.402585 1.118898 0.906523 -2.559 4.097 -0.364
C -1.630453 0.670811 0.240621 -2.433 -2.380 -0.791
H -0.721348 1.156164 -2.046600 -0.466 0.718 -0.056
H -0.213341 -0.327108 -2.660944 0.639 -0.876 -0.733
H 1.822335 -0.276889 -1.407414 -1.924 1.148 2.090
H 1.333076 1.354382 -1.006834 0.968 2.744 -0.439
H 2.258443 1.787090 0.963275 -1.461 -1.852 0.897
H 1.585349 0.647992 2.447676 0.485 0.540 -2.170
H -0.134542 -1.053579 1.895716 0.286 0.286 0.515
H 1.097045 -1.771579 0.878972 1.472 -0.226 0.106
H -0.439035 -2.384580 -0.707421 0.467 -0.838 -0.405
H -1.668371 -2.088682 0.630880 1.865 0.948 -1.631
H -0.422971 2.190274 0.567989 1.744 -3.058 0.978
H -2.236297 1.441036 -0.332901 1.172 -0.530 0.910
H -2.349898 0.164218 0.938244 0.671 0.783 -0.151
```
Positions in Å, forces in eV/Å.

As for the total charge: +1. As for the relative energy (zero: lowest compared OMol25 entry of this formula, charge and spin): 3.448 eV. Its molar mass is 179.65 Da. Its SMILES is F[C@]12CC[N@+](CCl)(CC1)NC2. Its largest force on an atom is 4.84 eV/A. The calculation puts the orbital gap at 11.428 eV.

These are the natural (NBO) partial charges, in e, on atoms 1 to 2: atom 1 (F): -0.341, atom 2 (C): 0.361

A structure of composition C10H26F6N3O6P3S2Ti at a distorted geometry. Source: OMol25; level of theory: ωB97M-V with the def2-TZVPD basis set.

```
57
Properties=species:S:1:pos:R:3:forces:R:3
Ti -0.101938 -0.407665 -0.292536 -0.846 1.453 -0.463
F 0.510179 -3.290735 4.238592 -0.122 -0.026 0.000
C -0.394693 -2.450618 3.846862 0.245 0.100 -0.111
F -1.612535 -2.841732 4.071124 0.005 -0.038 0.096
F -0.178558 -1.239231 4.340397 0.008 0.085 0.089
S -0.282323 -2.287136 1.952861 -0.490 -0.172 0.058
O -0.633145 -0.819948 1.639154 0.254 -0.881 -0.229
O -1.182537 -3.186854 1.317909 0.246 0.076 0.301
N 1.275070 -2.500671 1.630458 -0.017 -0.244 -0.180
S 1.722693 -2.175147 0.187860 0.518 -0.105 0.174
O 2.261084 -0.820549 -0.026926 -0.168 -0.103 0.197
O 0.465832 -2.133528 -0.715734 0.398 -1.101 -0.007
C 2.992195 -3.507871 -0.529906 -0.028 -0.088 0.163
F 2.501911 -3.799025 -1.698332 0.029 -0.030 0.003
F 3.005043 -4.498956 0.294027 0.018 0.106 -0.097
F 4.115838 -2.859323 -0.602103 -0.061 -0.103 0.045
C 0.909345 -0.922313 -3.834199 0.129 -0.010 0.121
P -0.024705 0.195548 -2.767141 -0.548 -0.093 -0.584
C 0.550950 1.869700 -3.127752 0.098 0.032 0.126
C -1.749819 0.121254 -3.366482 -0.049 0.034 0.017
C -2.739465 0.603363 -2.306647 0.025 -0.018 -0.058
P -2.556143 -0.379498 -0.784721 -0.339 0.017 -0.546
C -3.643375 0.341575 0.453648 0.059 -0.032 0.115
C -3.166225 -2.037410 -1.161509 0.133 -0.048 0.087
H 0.681149 -0.663140 -4.870108 0.021 -0.006 -0.040
H 0.626717 -1.959576 -3.656785 -0.034 0.002 -0.007
H 1.982245 -0.807190 -3.675824 -0.005 -0.003 -0.005
H 0.360374 2.062094 -4.184959 0.025 0.043 -0.034
H 1.624976 1.949532 -2.956145 -0.007 0.001 0.003
H 0.025565 2.613634 -2.530511 -0.031 0.006 -0.014
H -1.956605 -0.909849 -3.661029 -0.008 -0.025 -0.007
H -1.825183 0.724326 -4.273370 -0.018 0.006 -0.042
H -3.768017 0.495641 -2.659082 -0.049 0.027 -0.004
H -2.595070 1.658646 -2.062245 0.005 0.020 -0.005
H -4.658043 0.301900 0.049549 -0.037 0.023 0.026
H -3.386347 1.382530 0.646041 -0.012 0.012 -0.009
H -3.617192 -0.235084 1.377417 -0.003 -0.011 0.005
H -4.166702 -1.928316 -1.586992 -0.026 -0.023 -0.001
H -3.220782 -2.638566 -0.254852 -0.006 -0.007 0.029
H -2.524767 -2.552519 -1.876474 -0.011 0.004 -0.020
N 3.778729 2.148560 1.062429 -0.051 0.105 0.031
C 2.474952 2.860630 0.798218 0.053 -0.024 -0.122
P 1.104465 1.829681 1.463607 -0.025 -0.196 -0.167
O 1.694037 0.817037 2.357117 -0.019 0.002 0.049
O 0.260709 1.321277 0.201681 0.848 0.988 1.117
C -0.018061 2.877511 2.473219 -0.147 0.032 0.029
N -0.360105 2.134451 3.743369 0.106 0.052 -0.076
H 3.818768 1.226538 0.616034 -0.015 0.000 -0.027
H 3.917336 1.979440 2.065647 -0.026 -0.007 0.008
H 4.574681 2.703787 0.724846 -0.002 0.007 -0.011
H 2.367179 3.022335 -0.272212 0.091 0.026 -0.042
H 2.520750 3.833827 1.286590 0.020 0.022 0.003
H -0.932825 3.133017 1.942567 -0.084 0.016 0.082
H 0.477709 3.804269 2.764367 -0.024 0.018 -0.003
H -0.964324 2.702296 4.350192 -0.008 0.008 -0.008
H 0.488233 1.897629 4.272965 0.015 0.021 -0.032
H -0.829228 1.240423 3.565831 -0.036 0.051 -0.023
```
Positions in Å, forces in eV/Å.

As for the total charge: +4. As for the relative energy (zero: lowest compared OMol25 entry of this formula, charge and spin): 1.541 eV. Its molar mass is 603.24 Da. Its largest force on an atom is 1.74 eV/A. The calculation puts the orbital gap at 8.275 eV.

These are the natural (NBO) partial charges, in e, on atoms 1 to 2: atom 1 (Ti): 1.638, atom 2 (F): -0.232